{
  "formula": "C2H12O5",
  "method": "ωB97M-V/def2-TZVPD",
  "homo_lumo_gap_ev": 8.894,
  "e_above_lowest_kcal_mol": 40.73,
  "smiles": "C=CO.O.O.O.O",
  "total_charge": 0,
  "max_force_ev_per_a": 2.339,
  "multiplicity": 1,
  "elements": ["C", "C", "O", "H", "H", "H", "H", "O", "H", "H", "O", "H", "H", "O", "H", "H", "O", "H", "H"],
  "positions_angstrom": [[-0.089, 0.726, -1.300], [-1.138, 1.544, -1.066], [-2.071, 1.384, -0.102], [0.912, 1.076, -1.515], [-0.310, -0.330, -1.444], [-1.130, 2.534, -1.518], [-2.118, 0.434, 0.121], [1.658, 0.946, 1.809], [1.150, 1.016, 2.629], [1.029, 1.275, 1.156], [3.047, -0.956, -0.815], [3.760, -0.486, -1.242], [3.178, -1.899, -0.955], [0.932, -1.616, 0.895], [1.544, -0.996, 1.326], [1.215, -1.421, -0.008], [-3.451, -1.083, 0.682], [-4.055, -1.363, -0.017], [-4.064, -0.785, 1.364]],
  "mulliken_charge": [-0.817, 0.018, -0.429, 0.377, 0.202, 0.336, 0.355, -0.677, 0.318, 0.335, -0.602, 0.279, 0.297, -0.625, 0.363, 0.287, -0.664, 0.326, 0.320]
}

=====

{
  "formula": "C4H12NSe",
  "method": "ωB97M-V/def2-TZVPD",
  "homo_lumo_gap_ev": [6.685, 6.686],
  "e_above_lowest_kcal_mol": 37.25,
  "total_charge": 1,
  "max_force_ev_per_a": 4.441,
  "multiplicity": 1,
  "elements": ["C", "C", "C", "C", "N", "Se", "H", "H", "H", "H", "H", "H", "H", "H", "H", "H", "H", "H"],
  "positions_angstrom": [[-2.118, -1.762, -0.073], [-1.099, 0.361, 0.560], [2.814, 1.077, -0.564], [1.494, -1.526, -0.742], [-1.311, -0.616, -0.426], [1.966, -0.366, 0.498], [-1.703, -2.646, -0.469], [-2.220, -1.714, 1.101], [-3.183, -1.793, -0.199], [-2.031, 0.943, 0.737], [-0.855, -0.333, 1.399], [-0.380, 1.080, 0.276], [3.119, 0.767, -1.589], [2.172, 1.957, -0.652], [3.742, 1.533, -0.103], [1.689, -1.176, -1.730], [0.874, -2.261, -0.458], [-1.479, -0.197, -1.343]],
  "mulliken_charge": [-0.807, -0.997, -0.900, -0.387, -0.095, 0.425, 0.286, 0.242, 0.348, 0.330, 0.484, 0.184, 0.355, 0.327, 0.343, 0.309, 0.345, 0.210]
}

=====

{
  "formula": "H4N6",
  "method": "ωB97M-V/def2-TZVPD",
  "homo_lumo_gap_ev": 7.844,
  "e_above_lowest_kcal_mol": 81.61,
  "total_charge": 0,
  "max_force_ev_per_a": 5.238,
  "multiplicity": 1,
  "elements": ["N", "N", "N", "N", "N", "N", "H", "H", "H", "H"],
  "positions_angstrom": [[0.039, -2.571, -0.303], [-0.857, -1.777, -0.389], [0.551, 1.565, -0.058], [-0.327, 0.642, -0.448], [0.085, 2.019, 1.103], [-0.056, -0.317, -1.247], [0.063, -3.472, 0.108], [-0.760, 1.675, 1.452], [0.351, 3.000, 1.197], [0.910, -0.763, -1.415]],
  "mulliken_charge": [-0.171, -0.059, -0.306, 0.088, -0.236, -0.392, 0.252, 0.252, 0.239, 0.332]
}

=====

Q: What is the formula in the third record?
A: H4N6

=====

Q: Number 3 is which compound?
A: H4N6